# 1
# C22H26Cl45N4O5P

A cluster of 16 separate species, C22H26Cl45N4O5P in total at a distorted geometry (wB97M-V/def2-TZVPD, the Open Molecules 2025 dataset).

Its total energy is -612223.08204 eV. The total charge is 0. The LUMO energy is -1.004 eV. The value obtained for the highest occupied orbital energy is -9.74 eV. As for the gap between HOMO and LUMO: 0.3212 hartree.

Cartesian coordinates (Å):
1 C 0.4261 -1.7531 -0.8819
2 C 0.9589 -0.2204 -0.9503
3 O 2.1530 0.0379 -0.1675
4 C 3.2936 -0.7296 -0.5670
5 C 4.5987 0.1853 -0.1852
6 N 5.6230 0.7895 0.0570
7 C 3.5073 -2.0967 0.3190
8 O 4.9012 -2.3199 0.6874
9 N 5.1334 -3.6680 0.8603
10 O 5.3684 -4.2054 -0.1776
11 C 3.4364 -1.0332 -2.1397
12 C 4.8056 -1.8520 -2.4495
13 N 5.9336 -2.3011 -2.5194
14 P 3.5706 0.5643 -3.2237
15 N 3.0947 1.8721 -2.4420
16 O 2.5362 0.2988 -4.5846
17 O 5.1483 0.7610 -3.8716
18 H 1.1940 -2.5291 -1.2271
19 H 0.1976 -2.0070 0.2298
20 H -0.5963 -1.8381 -1.4180
21 H 0.9973 0.1934 -2.0450
22 H 0.1121 0.4010 -0.4507
23 H 2.9934 -3.0105 -0.1523
24 H 2.9423 -1.8976 1.3171
25 H 2.5961 -1.6604 -2.6012
26 H 3.9045 2.5323 -2.4776
27 H 2.9151 -0.5411 -4.9755
28 H 5.7544 1.2026 -3.2349
29 C -0.8317 3.2920 -1.3151
30 Cl 0.6223 4.2462 -1.0117
31 Cl -0.5109 2.0611 -2.5462
32 Cl -1.4099 2.5428 0.1811
33 H -1.6090 3.9563 -1.6878
34 C -4.1112 2.4136 -3.5211
35 Cl -4.8182 2.1756 -5.1261
36 Cl -3.6688 4.1117 -3.2838
37 Cl -5.2337 1.8822 -2.2611
38 H -3.2070 1.8105 -3.4521
39 C -6.5171 1.2476 1.3728
40 Cl -4.8509 1.4416 0.8037
41 Cl -6.7380 2.0436 2.9380
42 Cl -7.6589 1.8893 0.1824
43 H -6.7134 0.1874 1.4974
44 C 1.8398 8.0427 -1.2606
45 Cl 2.0759 8.8080 -2.8392
46 Cl 2.9644 6.6936 -1.0493
47 Cl 2.0374 9.2267 0.0396
48 H 0.8240 7.6521 -1.2174
49 C 7.0341 3.6855 2.1431
50 Cl 7.7056 4.8997 1.0440
51 Cl 8.2001 3.2832 3.4123
52 Cl 5.5169 4.2593 2.8512
53 H 6.8251 2.7825 1.5703
54 C 8.1573 -6.6411 0.0424
55 Cl 9.5880 -5.6456 0.3472
56 Cl 8.5018 -7.8639 -1.1902
57 Cl 7.6008 -7.4053 1.5382
58 H 7.3624 -5.9948 -0.3281
59 C -4.9528 5.9277 2.8281
60 Cl -6.4693 6.7402 2.4127
61 Cl -4.7940 5.7684 4.5840
62 Cl -4.8633 4.3415 2.0496
63 H -4.1267 6.5364 2.4633
64 C -2.7681 -3.8502 -0.0185
65 Cl -3.6434 -4.0123 -1.5500
66 Cl -1.0976 -4.4164 -0.1914
67 Cl -2.8024 -2.1705 0.5405
68 H -3.2644 -4.4695 0.7273
69 C -9.6869 -0.9088 2.4419
70 Cl -10.5846 -1.0797 0.9266
71 Cl -8.0300 -1.5025 2.2501
72 Cl -9.6990 0.7816 2.9847
73 H -10.1762 -1.5150 3.1980
74 C 4.0261 -9.0774 1.7222
75 Cl 3.0716 -10.2458 0.7966
76 Cl 4.4545 -7.6882 0.7137
77 Cl 3.1389 -8.5505 3.1600
78 H 4.9454 -9.5642 2.0456
79 C -6.2475 9.3198 5.9679
80 Cl -4.8184 9.5972 4.9620
81 Cl -6.1482 10.2615 7.4630
82 Cl -7.7227 9.7212 5.0768
83 H -6.2820 8.2632 6.2298
84 C 5.1996 -11.0120 -2.4040
85 Cl 4.8595 -12.4581 -1.4412
86 Cl 6.4458 -10.0243 -1.6269
87 Cl 5.6937 -11.4597 -4.0435
88 H 4.2866 -10.4218 -2.4704
89 C 3.6776 11.9673 -3.7679
90 Cl 2.9064 11.6990 -5.3387
91 Cl 5.4323 12.1055 -3.9519
92 Cl 3.0179 13.4137 -2.9903
93 H 3.4664 11.1096 -3.1313
94 C -11.6988 -2.4054 6.2441
95 Cl -13.4642 -2.3537 6.3471
96 Cl -11.1524 -4.0057 5.7222
97 Cl -11.1031 -1.1549 5.1413
98 H -11.2917 -2.2104 7.2351
99 C -0.8358 -7.5438 -2.4676
100 Cl -0.1954 -6.3138 -3.5679
101 Cl 0.3387 -7.9105 -1.1961
102 Cl -2.3662 -7.0069 -1.7616
103 H -1.0199 -8.4524 -3.0389

Atomic forces in eV per Å
0.0 0.7 1.1
-2.2 -0.4 -0.3
0.6 -1.8 -1.4
2.3 0.7 0.7
3.4 1.9 0.6
-5.8 -3.3 -1.3
-1.8 0.7 1.2
-1.6 1.4 -0.9
1.1 -2.2 -1.6
-0.5 0.6 1.8
1.7 -1.4 -1.7
3.8 -0.7 0.8
-6.5 2.4 0.1
0.0 3.5 -0.7
1.5 -1.7 -1.0
3.2 -1.6 2.2
-2.3 -1.0 0.9
-1.3 1.1 0.1
0.5 0.5 -1.9
2.0 0.1 0.6
0.5 -1.0 2.1
1.8 -1.0 -0.8
1.2 1.3 0.4
0.8 -0.2 -1.8
1.0 0.9 1.1
-1.1 -0.4 0.1
-0.8 1.0 0.0
-0.7 -0.5 -0.3
0.2 0.2 0.1
-0.2 -0.1 0.0
-0.4 0.5 -0.3
-0.1 0.1 0.0
0.2 -0.2 0.1
-0.2 -0.2 0.0
0.1 0.0 0.1
0.0 -0.1 0.0
0.2 0.2 -0.5
-0.2 0.2 0.0
0.1 0.2 0.1
0.0 -0.2 0.3
0.0 -0.4 0.0
0.1 -0.1 0.1
0.1 0.4 -0.1
0.1 0.0 0.1
-0.1 -0.1 0.0
-0.1 0.1 0.0
-0.1 -0.1 -0.1
0.2 0.1 0.0
0.0 -0.1 0.0
-0.1 -0.1 0.0
-0.1 0.0 -0.1
0.1 -0.1 -0.1
0.0 0.2 0.1
0.0 0.1 0.0
-0.2 -0.1 0.0
0.2 0.4 0.2
0.3 0.1 0.0
0.2 -0.2 0.1
0.0 0.0 -0.2
0.2 0.0 0.0
0.0 0.0 -0.1
0.4 0.7 0.0
-0.2 -0.1 0.1
0.0 0.0 -0.1
0.0 0.2 0.2
-0.2 -0.1 0.2
-0.1 -0.1 0.0
0.1 0.1 -0.2
-0.1 0.2 -0.4
0.1 0.0 0.2
-0.2 -0.4 0.2
-0.3 -0.5 -0.1
0.3 0.1 -0.4
0.0 0.1 0.0
0.1 0.1 0.1
-0.3 -0.1 0.0
0.1 -0.1 -0.1
-0.2 0.1 -0.1
0.0 0.0 0.0
-0.1 0.0 0.1
0.0 -0.1 -0.1
0.1 -0.1 0.1
0.0 0.2 -0.1
0.0 0.0 0.1
0.0 0.1 -0.1
-0.4 -0.3 -0.2
-0.1 0.1 0.1
0.2 -0.1 0.0
0.0 0.0 0.0
0.0 0.0 0.2
-0.2 0.0 0.0
0.0 -0.2 0.0
0.1 0.2 -0.1
-0.1 -0.1 0.0
0.2 0.0 0.0
0.0 0.2 0.1
-0.3 0.0 0.8
-0.1 0.0 -0.2
0.0 0.0 0.1
-0.1 -0.1 0.0
0.0 0.0 -0.1
0.1 -0.5 -0.3
0.1 0.2 0.1

# 2
# C22H26ClN3O2

An isolated molecule of C22H26ClN3O2 (wB97M-V/def2-TZVPD, the Open Molecules 2025 dataset).

Its total energy is -44325.31448 eV. The total charge is 0. As for the energy above the lowest of the compared OMol25 structures with the same formula, charge and spin: 69.90 kJ/mol. The LUMO energy is 0.401 eV. The value obtained for the highest occupied orbital energy is -7.71 eV. Its SMILES is CN(CCCNC(=O)[C@H]1CCC(=O)N1Cc1ccccc1Cl)c1ccccc1. As for the gap between HOMO and LUMO: 0.2982 hartree.

Cartesian coordinates (Å):
1 C 2.1109 -0.9315 -2.1302
2 N 0.8859 -1.0514 -2.8812
3 C -0.1696 -0.1033 -2.6266
4 C -1.2252 -0.6086 -1.6246
5 C -0.7717 -0.5165 -0.1680
6 N -0.7987 0.8497 0.3065
7 C -1.4371 1.2160 1.4340
8 O -2.0149 0.4351 2.1595
9 C -1.3958 2.7272 1.7280
10 C -2.8034 3.2466 2.0667
11 C -2.8849 3.0944 3.5842
12 C -1.4399 3.1362 4.0424
13 O -1.0241 3.2862 5.1682
14 N -0.6595 2.9862 2.9439
15 C 0.7753 2.8555 3.0066
16 C 1.2070 1.4150 2.9021
17 C 0.8460 0.5321 3.9151
18 C 1.1884 -0.8046 3.8548
19 C 1.9179 -1.2838 2.7797
20 C 2.2908 -0.4259 1.7612
21 C 1.9218 0.9077 1.8251
22 Cl 2.3809 1.9414 0.5020
23 C 0.6715 -2.1642 -3.6662
24 C -0.5288 -2.3615 -4.3632
25 C -0.7112 -3.4641 -5.1739
26 C 0.2827 -4.4159 -5.3179
27 C 1.4704 -4.2404 -4.6306
28 C 1.6660 -3.1403 -3.8194
29 H 2.1068 0.0050 -1.5774
30 H 2.9748 -0.9200 -2.8017
31 H 2.2367 -1.7565 -1.4191
32 H -0.6608 0.1451 -3.5724
33 H 0.2856 0.8189 -2.2570
34 H -1.4490 -1.6505 -1.8549
35 H -2.1435 -0.0303 -1.7427
36 H -1.4516 -1.0731 0.4808
37 H 0.2335 -0.9326 -0.0522
38 H -0.2738 1.5309 -0.2189
39 H -0.9377 3.2669 0.8904
40 H -3.5740 2.6781 1.5496
41 H -2.8865 4.2960 1.7812
42 H -3.4775 3.8649 4.0732
43 H -3.2849 2.1174 3.8592
44 H 1.2254 3.4615 2.2144
45 H 1.0723 3.2555 3.9815
46 H 0.2839 0.9158 4.7527
47 H 0.8900 -1.4720 4.6479
48 H 2.1976 -2.3248 2.7285
49 H 2.8658 -0.7837 0.9207
50 H -1.3378 -1.6537 -4.2837
51 H -1.6494 -3.5796 -5.6978
52 H 0.1334 -5.2772 -5.9505
53 H 2.2613 -4.9710 -4.7241
54 H 2.6086 -3.0488 -3.3057

Atomic forces in eV per Å
0.1 -0.1 -0.1
0.2 0.2 0.2
-0.5 -0.1 0.0
0.2 0.1 0.0
-0.3 -0.2 -0.1
0.1 0.0 -0.5
0.2 0.4 -0.3
-0.3 -0.1 0.4
-0.1 -0.2 0.0
-0.1 -0.1 0.0
-0.1 0.0 0.0
-0.4 0.2 0.1
0.1 -0.1 0.4
0.2 0.1 -0.5
0.1 0.1 0.2
0.2 0.0 -0.1
0.1 0.0 -0.1
0.0 0.0 0.1
0.0 0.0 0.0
0.0 0.0 0.0
0.0 -0.1 0.3
0.1 0.1 -0.2
0.0 -0.1 -0.1
-0.1 0.1 0.0
0.0 -0.1 0.0
0.0 -0.1 -0.1
-0.1 -0.1 -0.1
0.1 0.0 0.1
0.0 0.0 0.0
0.1 0.0 0.1
0.1 0.0 0.0
0.1 0.1 0.1
0.0 0.0 -0.1
-0.1 0.0 -0.1
-0.1 0.0 0.0
0.2 0.0 -0.1
0.0 -0.1 0.0
-0.1 0.1 0.2
0.0 0.0 0.1
0.0 0.0 0.0
0.0 0.0 0.0
0.1 0.0 0.1
0.0 0.0 0.0
0.0 -0.1 0.2
0.0 0.0 -0.2
-0.1 0.1 0.1
0.0 -0.1 0.1
0.0 -0.1 0.0
0.0 0.0 -0.1
-0.1 0.1 0.1
-0.1 0.0 0.0
0.0 -0.1 0.0
0.1 0.0 0.0
0.1 0.1 0.1